Version 1
DFT (the ωB97M-V functional and the def2-TZVPD basis) results for a structure of composition C5H5NS.

Last column: natural (NBO) charge in e.
Positions of all 12 atoms, in Å:
C1 1.28532 0.00044 -0.20178  -0.0361
C2 0.06143 -0.77556 -0.76242  -0.1725
C3 0.35103 0.10605 1.01660  -0.1799
C4 -0.70964 1.00947 0.37157  -0.1986
C5 -0.90611 0.42935 -0.82109  -0.1969
H1 0.10806 -1.44631 -1.56433  0.2187
H2 -1.04513 -1.46960 0.87964  0.3587
H3 0.70204 0.29927 2.02967  0.2241
H4 -1.07565 1.94235 0.76324  0.2282
H5 -1.46871 0.73613 -1.69011  0.2287
N1 -0.05936 -1.25599 0.63106  -0.5631
S1 2.75671 0.42440 -0.65205  0.0887

**Frontier orbital gap**: 9.01 eV
**Spin multiplicity**: 1


Version 2
DFT (the ωB97M-V functional and the def2-TZVPD basis) results for an isolated molecule of C5H5NS.

Last column: natural (NBO) charge in e.
Positions of all 12 atoms, in Å:
C1 1.72455 0.28633 -0.15878  -0.6685
C2 0.63291 -0.81868 -0.07097  -0.0341
C3 -0.65421 -0.47935 -0.07781  -0.2445
C4 -1.77785 -1.35964 0.06832  0.2545
N1 -2.82286 -1.85065 0.08517  -0.2944
C5 -1.14045 1.03679 0.17876  -0.2941
S1 -0.33558 2.37410 0.02108  0.1336
H1 2.71565 -0.17332 -0.07409  0.2280
H2 1.53504 1.00283 -0.99794  0.2553
H3 1.37137 0.90178 0.83984  0.2392
H4 0.92533 -1.90293 -0.15918  0.2253
H5 -2.17391 0.98273 0.34559  0.1998

**Frontier orbital gap**: 8.09 eV
**SMILES string**: C/C=C(/C#N)C=S
**Spin multiplicity**: 1


Q: Which of them is the most stable? A: version 2.


Version 1
DFT (the ωB97M-V functional and the def2-TZVPD basis) results for an isolated molecule of C3H3F2NS.

Last column: natural (NBO) charge in e.
Positions of all 10 atoms, in Å:
F1 0.49587 -0.77873 1.52686  -0.3397
C1 -0.33712 -0.81346 0.43160  0.6464
F2 -1.59040 -0.93479 0.81799  -0.2872
C2 0.41980 -1.60739 -0.62346  -0.2693
N1 0.87972 -0.36521 -1.14516  -0.5830
C3 0.14065 0.50441 -0.37760  0.0240
S1 -0.03265 2.11811 -0.40433  -0.0432
H1 1.26715 -2.20558 -0.30504  0.2184
H2 -0.31460 -2.12187 -1.25275  0.2030
H3 1.92272 -0.08540 -1.64379  0.4306

**Frontier orbital gap**: 9.14 eV
**SMILES string**: FC1(F)CNC1=S
**Spin multiplicity**: 1


Version 2
DFT (the ωB97M-V functional and the def2-TZVPD basis) results for an isolated molecule of C3H3F2NS.

Last column: natural (NBO) charge in e.
Positions of all 10 atoms, in Å:
C1 -0.13357 -0.26347 0.54165  -0.7347
S1 1.37917 -1.06798 -0.12194  0.1564
C2 2.63748 0.40462 0.25309  0.5476
F1 2.62340 1.34136 -0.69790  -0.3027
F2 2.21132 1.00149 1.41936  -0.3190
C3 3.92122 -0.24881 0.23994  0.1583
N1 4.90307 -0.82933 0.14574  -0.2118
H1 -0.36951 -1.00645 1.35724  0.2264
H2 -0.95233 -0.40030 -0.14142  0.2326
H3 0.11659 0.68656 0.94526  0.2470

**Frontier orbital gap**: 10.23 eV
**SMILES string**: CSC(F)(F)C#N
**Spin multiplicity**: 1


Q: Which of them is the most stable? A: version 2.


Version 1
DFT (the ωB97M-V functional and the def2-TZVPD basis) results for an isolated molecule of C9H8N2.

Last column: natural (NBO) charge in e.
Positions of all 19 atoms, in Å:
C1 2.06332 -0.23344 2.31503  -0.1653
C2 2.36381 0.57861 1.21579  -0.2441
C3 1.43630 0.67309 0.21956  -0.1699
C4 0.20414 0.02658 0.13506  -0.0683
C5 -0.74685 0.13445 -0.98278  0.3134
N1 -0.42964 0.92727 -2.03365  -0.4603
C6 -1.55625 0.78806 -2.86107  -0.0970
C7 -2.38974 -0.03826 -2.24382  -0.1081
N2 -1.89202 -0.45774 -1.05789  -0.5211
C8 -0.02706 -0.87701 1.26161  -0.1802
C9 0.80747 -0.99249 2.27641  -0.2296
H1 2.87164 -0.24147 3.34763  0.2187
H2 3.38444 0.99056 1.18498  0.2259
H3 1.67252 1.31892 -0.58399  0.2309
H4 -1.66678 1.52089 -3.84178  0.2338
H5 -3.46840 -0.47018 -2.60006  0.2148
H6 -2.12081 -0.84938 -0.18032  0.4324
H7 -1.05476 -1.34367 1.37345  0.1794
H8 0.54868 -1.45478 3.05585  0.1943

**Frontier orbital gap**: 8.83 eV
**SMILES string**: c1ccc(-c2ncc[nH]2)cc1
**Spin multiplicity**: 1


Version 2
DFT (the ωB97M-V functional and the def2-TZVPD basis) results for a cluster of 2 separate species, C9H8N2 in total.

Last column: natural (NBO) charge in e.
Positions of all 19 atoms, in Å:
C1 2.48848 2.06542 0.06474  -0.1507
C2 1.98745 1.51075 -1.11304  -0.2342
C3 0.93032 0.76136 -1.19504  -0.2025
C4 0.22824 0.32236 0.03688  -0.0869
C5 0.73825 0.88739 1.21660  -0.1632
C6 1.85062 1.80700 1.22004  -0.2551
C7 -0.85704 -0.59483 0.05839  0.3118
C8 -1.97389 -2.55122 -0.43234  -0.1202
C9 -2.78793 -1.58817 0.29797  -0.0749
H1 3.63360 2.94496 -0.00498  0.2109
H2 2.61905 1.60488 -2.17216  0.2182
H3 0.53821 0.25767 -2.13054  0.2212
H4 0.19895 0.73423 2.16595  0.2290
H5 2.37179 2.03631 2.15683  0.2270
H6 0.09118 -2.02524 -0.79636  0.3845
H7 -2.04388 -3.38628 -1.06012  0.2185
H8 -3.76898 -1.85302 0.58949  0.2105
N1 -0.73403 -1.83750 -0.53280  -0.4969
N2 -2.01836 -0.45306 0.57947  -0.4469

**Frontier orbital gap**: 9.32 eV
**Spin multiplicity**: 1


Q: Which of them is the most stable? A: version 1.


Version 1
DFT (the ωB97M-V functional and the def2-TZVPD basis) results for a cluster of 2 separate species, C2H8NO2 in total.

Last column: natural (NBO) charge in e.
Positions of all 13 atoms, in Å:
C1 -0.90372 0.91841 0.18446  -0.4333
N1 0.36242 0.17237 0.22467  -0.6168
C2 1.10589 0.30581 -1.06494  0.0089
O1 1.43717 1.60111 -1.19561  -0.2978
H1 -0.78510 2.00194 0.23328  0.1946
H2 -1.45107 0.61119 1.07109  0.2161
H3 -1.41548 0.71608 -0.74549  0.1942
H4 1.01555 0.63474 0.85090  0.3594
H5 0.49921 -0.04849 -1.90521  0.2082
H6 1.99078 -0.34304 -0.98267  0.1726
H7 -0.02625 -1.68158 1.35362  0.4914
H8 -1.07050 -2.58241 0.55344  0.4695
O2 -0.75889 -2.30612 1.42246  -0.9671

**⟨S²⟩**: 0.755
**Frontier orbital gap (spin up / spin down)**: 10.90 / 7.80 eV
**Spin multiplicity**: 2


Version 2
DFT (the ωB97M-V functional and the def2-TZVPD basis) results for a cluster of 2 separate species, C2H8NO2 in total.

Last column: natural (NBO) charge in e.
Positions of all 13 atoms, in Å:
O1 1.14611 -1.13544 0.91358  -0.8219
C1 1.03447 0.17980 0.96082  -0.0143
C2 -0.27901 0.81070 0.76440  -0.2918
N1 -1.21844 -0.20111 0.21056  -0.6827
H1 1.88792 0.87039 0.95727  0.1161
H2 -0.74245 1.37644 1.60004  0.1698
H3 -0.21331 1.62591 0.05401  0.1919
H4 -2.10950 0.18483 0.11639  0.3958
H5 -0.80953 -0.47508 -0.69033  0.4693
H6 -1.28051 -1.02448 0.80881  0.4404
H7 0.59936 -0.77385 -2.62514  0.4710
H8 1.33838 -1.00070 -1.34434  0.5175
O2 0.64650 -0.43741 -1.72607  -0.9610

**⟨S²⟩**: 0.754
**Frontier orbital gap (spin up / spin down)**: 4.65 / 7.99 eV
**Spin multiplicity**: 2


Q: Which of them is the most stable? A: version 1.


Version 1
DFT (the ωB97M-V functional and the def2-TZVPD basis) results for an isolated molecule of C18H27NO5.

Last column: natural (NBO) charge in e.
Positions of all 51 atoms, in Å:
C1 -1.85135 2.31943 -5.30799  -0.6051
C2 -0.56459 1.58685 -4.95401  -0.4205
C3 -0.64667 0.97286 -3.55898  -0.0730
O1 0.52838 0.22416 -3.24906  -0.5143
C4 1.55896 0.89111 -2.72196  0.8110
O2 1.56064 2.07262 -2.50090  -0.6019
C5 2.69053 -0.05837 -2.38028  -0.5144
C6 2.39389 -0.59318 -1.00208  -0.0027
C7 3.00303 -0.05906 0.12053  -0.2319
C8 2.64326 -0.51280 1.37586  -0.2258
C9 1.68337 -1.50190 1.54269  0.2223
O3 1.39157 -1.83428 2.84186  -0.5038
C10 0.07195 -2.23377 3.16661  -0.1594
C11 -1.04486 -1.35332 2.59032  0.6557
O4 -1.96097 -1.87731 1.98047  -0.6380
N1 -0.98267 -0.01823 2.78630  -0.4344
C12 -0.01119 0.66096 3.62301  -0.2200
C13 0.64155 1.85216 2.92296  -0.6247
C14 -2.06798 0.78819 2.24839  -0.2280
C15 -2.99901 1.32638 3.33063  -0.6195
C16 1.10907 -2.09747 0.40336  0.3215
O5 0.26040 -3.14442 0.59164  -0.5143
C17 -0.53520 -3.57697 -0.48472  -0.2485
C18 1.45782 -1.60750 -0.84864  -0.3087
H1 -2.03773 3.12413 -4.60095  0.2061
H2 -2.69908 1.63820 -5.28614  0.2013
H3 -1.77838 2.74687 -6.30440  0.2158
H4 0.27741 2.28108 -4.97991  0.2138
H5 -0.37382 0.79225 -5.67848  0.2009
H6 -1.47164 0.25959 -3.49465  0.1867
H7 -0.77631 1.75952 -2.80834  0.1995
H8 2.71563 -0.86511 -3.11169  0.2330
H9 3.62914 0.49341 -2.38434  0.2369
H10 3.74016 0.72222 0.02119  0.2175
H11 3.09688 -0.09753 2.26212  0.2235
H12 -0.12877 -3.25302 2.82238  0.2253
H13 0.02929 -2.21441 4.26108  0.2025
H14 -0.50779 1.00398 4.53949  0.1853
H15 0.76742 -0.04347 3.90472  0.2287
H16 -0.05111 2.68192 2.80989  0.2043
H17 1.48359 2.19647 3.51766  0.2156
H18 1.00843 1.56030 1.94182  0.2246
H19 -2.63166 0.13451 1.57978  0.2448
H20 -1.64774 1.60961 1.66353  0.1926
H21 -3.36846 0.50915 3.94543  0.2132
H22 -2.49504 2.04833 3.96880  0.1986
H23 -3.84800 1.81856 2.86390  0.2167
H24 -1.09469 -2.74677 -0.92384  0.1849
H25 -1.23690 -4.28996 -0.05601  0.2080
H26 0.06548 -4.07127 -1.25579  0.1714
H27 1.00375 -2.02471 -1.73325  0.2269

**Frontier orbital gap**: 9.00 eV
**SMILES string**: CCCOC(=O)Cc1ccc(OCC(=O)N(CC)CC)c(OC)c1
**Spin multiplicity**: 1


Version 2
DFT (the ωB97M-V functional and the def2-TZVPD basis) results for an isolated molecule of C18H27NO5.

Last column: natural (NBO) charge in e.
Positions of all 51 atoms, in Å:
C1 -4.80853 3.50178 -3.82207  -0.6080
C2 -3.40200 4.08712 -3.79306  -0.4139
C3 -2.33393 3.00435 -3.65741  -0.0817
O1 -2.41543 2.36573 -2.38336  -0.5247
C4 -2.85757 1.10502 -2.33834  0.8115
O2 -3.19393 0.46383 -3.29659  -0.5975
C5 -2.82215 0.58356 -0.91490  -0.5061
C6 -1.42590 0.07256 -0.66343  -0.0171
C7 -1.13680 -1.27682 -0.71215  -0.2070
C8 0.15970 -1.72917 -0.50707  -0.3023
C9 1.18241 -0.83203 -0.26141  0.3159
O3 2.49580 -1.15720 -0.05866  -0.5021
C10 2.83517 -2.51323 0.12540  -0.1605
C11 2.12333 -3.19338 1.30429  0.6545
O4 1.54005 -4.24948 1.12930  -0.6386
N1 2.16395 -2.57455 2.49865  -0.4376
C12 2.98070 -1.42142 2.82139  -0.2260
C13 4.34770 -1.83678 3.36616  -0.6132
C14 1.38781 -3.15080 3.58463  -0.2188
C15 0.00921 -2.50262 3.67380  -0.6132
C16 0.89699 0.54961 -0.21264  0.2545
O5 1.96299 1.36084 0.05229  -0.4887
C17 1.75674 2.75074 0.04184  -0.2492
C18 -0.39958 0.98236 -0.41717  -0.2947
H1 -5.02368 2.97687 -2.89392  0.2045
H2 -4.90995 2.79575 -4.64288  0.2115
H3 -5.54505 4.29155 -3.94775  0.2105
H4 -3.30736 4.78240 -2.95652  0.2016
H5 -3.20780 4.63500 -4.71661  0.2074
H6 -1.33307 3.44190 -3.71769  0.1866
H7 -2.45295 2.24631 -4.43811  0.2096
H8 -3.06206 1.39664 -0.23000  0.2296
H9 -3.54685 -0.22348 -0.81936  0.2367
H10 -1.91944 -1.99223 -0.91035  0.2168
H11 0.35307 -2.78847 -0.53911  0.2432
H12 2.61221 -3.10495 -0.77130  0.2074
H13 3.91716 -2.51814 0.28521  0.2103
H14 3.10950 -0.79277 1.94127  0.2371
H15 2.44712 -0.83663 3.57545  0.1976
H16 4.24213 -2.44101 4.26442  0.2048
H17 4.89251 -2.41898 2.62712  0.2035
H18 4.93025 -0.95262 3.61026  0.2133
H19 1.93634 -3.01843 4.51954  0.1894
H20 1.27783 -4.21830 3.38200  0.2362
H21 -0.53118 -2.65988 2.74381  0.2201
H22 -0.55781 -2.94447 4.48857  0.2112
H23 0.09333 -1.43163 3.84684  0.1999
H24 2.73388 3.19416 0.22759  0.1999
H25 1.06302 3.06232 0.83031  0.1738
H26 1.38125 3.09566 -0.92702  0.1767
H27 -0.63914 2.03343 -0.39125  0.2251

**Frontier orbital gap**: 8.80 eV
**SMILES string**: CCCOC(=O)Cc1ccc(OCC(=O)N(CC)CC)c(OC)c1
**Spin multiplicity**: 1


Q: Which of them is the most stable? A: version 2.


Version 1
DFT (the ωB97M-V functional and the def2-TZVPD basis) results for a cluster of 2 separate species, C3H9O2P in total.

Last column: natural (NBO) charge in e.
Positions of all 15 atoms, in Å:
C1 -1.45778 -1.69794 1.94026  -0.5956
C2 -1.34796 -0.92792 0.64094  -0.5410
C3 -0.21835 -0.04845 0.31766  0.7877
O1 0.92510 -0.44721 0.21945  -0.6001
O2 -0.38092 1.30452 0.31487  -0.6771
H1 -2.41446 -1.47390 2.53383  0.2173
H2 -0.63066 -1.41176 2.72638  0.2251
H3 -1.51623 -2.76707 1.76698  0.2169
H4 -2.22862 -0.28906 0.51449  0.2293
H5 -1.30666 -1.77688 -0.02443  0.2516
H6 0.42507 1.67409 0.14629  0.4876
P1 2.97798 2.05857 -1.39499  0.0263
H7 3.36580 1.89688 -2.81191  0.0085
H8 2.59009 3.46498 -1.51615  -0.0074
H9 1.66785 1.82688 -1.69050  -0.0291

**Frontier orbital gap**: 10.97 eV
**SMILES string**: CCC(=O)O.P
**Spin multiplicity**: 1


Version 2
DFT (the ωB97M-V functional and the def2-TZVPD basis) results for a cluster of 2 separate species, C3H9O2P in total.

Last column: natural (NBO) charge in e.
Positions of all 15 atoms, in Å:
C1 -0.81292 -1.37979 -0.44547  -0.5832
C2 -1.41511 -0.20129 0.42022  -0.5250
C3 -0.54249 0.94017 0.05303  0.7170
O1 -0.51929 1.94922 0.90523  -0.6426
O2 0.01125 1.14194 -1.19371  -0.7246
P1 2.48702 0.17336 0.78123  -0.2881
H1 -1.11199 -2.30468 0.07198  0.2059
H2 0.33035 -1.24783 -0.51730  0.2282
H3 -1.22096 -1.41491 -1.37233  0.1995
H4 -1.22809 -0.42956 1.41940  0.2469
H5 -2.48168 -0.27432 0.04822  0.2427
H6 0.20021 2.55417 0.71494  0.4996
H7 0.90548 1.43158 -1.29987  0.5196
H8 2.19575 -1.17744 0.74744  -0.0356
H9 3.20246 0.23939 -0.33301  -0.0602

**Frontier orbital gap (spin up / spin down)**: 5.22 / 8.02 eV
**Spin multiplicity**: 1


Q: Which of them is the most stable? A: version 1.


Version 1
DFT (the ωB97M-V functional and the def2-TZVPD basis) results for a structure of composition C4H13N3.

Last column: natural (NBO) charge in e.
Positions of all 20 atoms, in Å:
C1 -2.28473 -0.43095 0.39976  -0.0918
C2 -0.72921 1.14479 0.13337  -0.0863
C3 2.74214 0.33956 -0.16115  -0.7538
C4 1.63857 -0.47473 0.37983  -0.0295
N1 -2.07878 0.91047 -0.03833  -0.5664
N2 -0.97536 -1.21195 -0.23005  -0.4012
N3 -0.02621 -0.16905 -0.44485  -0.3208
H1 -2.43782 -0.49367 1.41953  0.2603
H2 -3.27698 -0.87980 0.07854  0.2897
H3 -0.46540 2.02332 -0.48816  0.2749
H4 -0.45532 1.31305 1.25389  0.2510
H5 3.13500 0.07056 -1.23585  0.2898
H6 2.74638 1.53196 0.05295  0.2847
H7 3.61902 0.11554 0.40730  0.3282
H8 1.27878 -0.23806 1.29934  0.2078
H9 1.80939 -1.51573 0.16768  0.2372
H10 -2.40860 1.29657 -0.87922  0.4256
H11 -0.58388 -1.76655 0.47841  0.4595
H12 -1.40365 -1.55150 -1.14295  0.4927
H13 0.15667 -0.01383 -1.45006  0.4485

**Frontier orbital gap**: 11.57 eV
**Spin multiplicity**: 1
**Net charge**: +2


Version 2
DFT (the ωB97M-V functional and the def2-TZVPD basis) results for the ion C4H13N3 with charge +2.

Last column: natural (NBO) charge in e.
Positions of all 20 atoms, in Å:
N1 -1.20652 -0.51114 0.66670  -0.9373
C1 -0.14158 0.40490 0.54468  0.2145
C2 0.01102 1.46625 1.33070  -0.0707
N2 -0.87840 1.60945 2.52009  -0.6916
C3 0.69669 0.33431 -0.72346  -0.4600
C4 1.16664 -1.06345 -1.15418  -0.2282
N3 0.50574 -1.53903 -2.41327  -0.6712
H1 -1.17197 -1.28335 1.31230  0.4249
H2 -2.10391 -0.26915 0.27953  0.4219
H3 0.90567 2.06226 1.38764  0.2544
H4 -1.61124 2.30526 2.35945  0.4594
H5 -1.31725 0.68522 2.67845  0.4596
H6 -0.35346 1.91370 3.34358  0.4634
H7 -0.02928 0.66696 -1.47076  0.2305
H8 1.52496 1.03686 -0.70556  0.2664
H9 2.22890 -1.03017 -1.36832  0.2565
H10 1.00025 -1.81332 -0.39152  0.2442
H11 0.35819 -2.55518 -2.45918  0.4628
H12 0.87423 -1.23612 -3.32215  0.4619
H13 -0.45869 -1.18428 -2.41470  0.4385

**Frontier orbital gap**: 11.24 eV
**SMILES string**: N/C(=C\[NH3+])CC[NH3+]
**Spin multiplicity**: 1
**Net charge**: +2


Q: Which of them is the most stable? A: version 2.